(1)
Molecular formula: C3H7N3
Method: DFT, wB97M-V/def2-TZVPD

The calculation puts the LUMO energy at 0.952 eV. Its total charge is 0. As for the HOMO-LUMO gap: 9.44 eV. As for the SMILES: C#CCN(N)N.

Structure (XYZ):
```
13
C3H7N3, DFT wB97M-V/def2-TZVPD
C -2.695 -0.289 0.247
C -1.471 -0.378 0.196
C -0.147 -0.811 0.658
N 0.780 -0.362 -0.400
N 2.021 -0.106 0.148
N 0.002 0.843 -0.911
H -3.598 0.075 -0.177
H 0.049 -0.390 1.655
H -0.032 -1.896 0.699
H 2.713 0.058 -0.573
H 2.034 0.641 0.850
H 0.111 0.878 -1.920
H 0.233 1.738 -0.471
```

Atomic partial charges in e from the Löwdin method, atoms 1 to 5: 0.079 -0.186 -0.217 -0.252 0.001

***

(2)
Molecular formula: C34H42ClN5O11PTm
Method: DFT, wB97M-V/def2-TZVPD

The calculation puts the LUMO energy (spin up / spin down) at -1.222 / -1.222 eV. Its total charge is 0. As for the HOMO-LUMO gap (spin up / spin down): 5.78 / 5.79 eV. The spin multiplicity is 3.

Structure (XYZ):
```
95
C34H42ClN5O11PTm, DFT wB97M-V/def2-TZVPD
Tm -0.202 0.414 -0.384
C 0.900 -2.121 2.770
C -0.047 -1.107 3.412
C 0.227 -0.997 4.909
P 0.058 0.485 2.404
C -0.802 1.718 3.521
C -2.300 1.449 3.387
C -0.455 3.151 3.127
C 1.822 0.929 2.512
C 2.411 1.386 3.684
C 3.758 1.707 3.762
C 4.366 2.217 5.034
C 4.532 1.541 2.612
C 3.975 1.113 1.432
C 2.595 0.815 1.319
N 2.017 0.446 0.152
C 2.840 0.319 -0.990
C 3.462 -0.907 -1.278
C 3.236 -2.062 -0.354
C 4.236 -1.028 -2.419
C 4.420 0.037 -3.291
C 5.291 -0.129 -4.504
C 3.777 1.236 -3.016
C 2.994 1.394 -1.880
C 2.279 2.684 -1.598
H 0.774 -3.099 3.234
H 1.936 -1.808 2.901
H 0.696 -2.211 1.702
H -1.079 -1.457 3.269
H 1.217 -0.591 5.098
H 0.184 -1.991 5.351
H -0.515 -0.384 5.412
H -0.489 1.565 4.558
H -2.569 1.375 2.332
H -2.882 2.252 3.836
H -2.584 0.514 3.866
H -0.695 3.339 2.083
H 0.606 3.346 3.269
H -1.014 3.852 3.746
H 1.800 1.509 4.565
H 3.599 2.412 5.778
H 4.914 3.140 4.853
H 5.068 1.493 5.449
H 5.589 1.766 2.651
H 4.593 1.013 0.551
H 2.162 -2.238 -0.258
H 3.625 -1.837 0.638
H 3.721 -2.960 -0.727
H 4.715 -1.974 -2.634
H 6.256 -0.549 -4.225
H 5.459 0.822 -5.002
H 4.833 -0.816 -5.217
H 3.898 2.073 -3.690
H 2.436 3.403 -2.399
H 2.630 3.117 -0.661
H 1.199 2.499 -1.490
O -2.268 -0.361 0.212
Cl -1.886 -1.506 -0.567
O -2.677 -2.614 -0.261
O -1.939 -1.182 -1.942
O -0.503 -1.766 -0.237
O -1.647 1.679 -1.732
C -1.643 2.457 -0.762
O -0.712 2.446 0.087
C -2.713 3.500 -0.543
C -2.630 4.724 -1.190
C -3.522 5.743 -0.851
C -4.495 5.560 0.120
C -4.577 4.323 0.738
C -3.697 3.290 0.415
N -5.568 4.109 1.767
O -5.538 3.050 2.361
O -6.357 5.005 1.981
N -3.409 7.029 -1.501
O -2.566 7.142 -2.369
O -4.156 7.912 -1.135
H -1.880 4.905 -1.947
H -5.169 6.362 0.385
H -3.797 2.339 0.912
N 0.552 -0.079 -2.544
C 0.533 -0.423 -3.650
N 0.544 -0.831 -4.868
C -0.642 -1.406 -5.485
C -1.064 -0.516 -6.661
O 0.009 -0.320 -7.557
C 1.090 0.330 -6.929
C 1.635 -0.521 -5.776
H -1.433 -1.480 -4.736
H -0.382 -2.403 -5.859
H -1.421 0.454 -6.286
H -1.858 -0.992 -7.237
H 0.771 1.314 -6.552
H 1.854 0.472 -7.695
H 2.419 0.003 -5.227
H 2.024 -1.463 -6.178
```

Atomic partial charges in e from the Löwdin method, atoms 1 to 5: 1.242 -0.116 -0.512 -0.104 1.079

***

(3)
Molecular formula: C17H29ClMnSi2
Method: DFT, wB97M-V/def2-TZVPD

The calculation puts the LUMO energy (spin up / spin down) at 5.171 / 5.161 eV. Its total charge is -2. As for the HOMO-LUMO gap (spin up / spin down): 5.16 / 5.42 eV. The spin multiplicity is 6.

Structure (XYZ):
```
50
C17H29ClMnSi2, DFT wB97M-V/def2-TZVPD
C -1.476 2.830 -0.950
C -0.053 3.079 -1.126
C 0.521 3.058 0.222
H 0.454 3.429 -2.017
C -0.484 2.545 1.104
C -1.732 2.565 0.398
H -2.705 2.464 0.844
H -2.195 3.002 -1.738
H 1.490 3.494 0.514
H -0.340 2.380 2.174
Mn 0.443 1.070 -0.555
Cl -0.298 0.297 -2.554
C 3.403 0.921 -2.109
C 3.857 1.162 -0.774
C 3.558 2.507 -0.443
H 4.320 0.439 -0.110
C 2.926 3.102 -1.576
C 2.824 2.121 -2.602
H 2.406 2.273 -3.596
H 3.470 -0.021 -2.647
H 3.783 2.993 0.502
H 2.609 4.145 -1.657
C -2.455 -2.735 1.948
Si -2.331 -1.143 0.910
C -3.186 -1.522 -0.740
C -3.466 0.064 1.833
C -0.569 -0.473 0.742
Si 0.566 -1.933 0.418
C -0.028 -3.115 -0.930
C 2.057 -1.065 -0.264
C 1.163 -2.899 1.908
H -3.513 -2.870 2.221
H -1.889 -2.680 2.885
H -2.126 -3.639 1.419
H -4.101 -2.112 -0.561
H -3.489 -0.572 -1.214
H -2.554 -2.073 -1.446
H -2.896 0.797 2.421
H -4.111 0.617 1.133
H -4.122 -0.485 2.529
H -0.367 -0.020 1.775
H -0.328 -2.578 -1.848
H 0.839 -3.755 -1.153
H -0.868 -3.749 -0.609
H 2.319 -0.207 0.392
H 2.908 -1.754 -0.301
H 1.870 -0.708 -1.301
H 1.450 -2.212 2.721
H 0.392 -3.593 2.274
H 2.054 -3.442 1.538
```

Atomic partial charges in e from the Löwdin method, atoms 1 to 5: -0.198 -0.277 -0.243 0.072 -0.229

***

(4)
Molecular formula: C30H33N7O2Sc
Method: DFT, wB97M-V/def2-TZVPD

The calculation puts the LUMO energy at -3.876 eV. Its total charge is +1. As for the HOMO-LUMO gap: 6.40 eV.

Structure (XYZ):
```
73
C30H33N7O2Sc, DFT wB97M-V/def2-TZVPD
Sc -0.034 0.505 0.578
O 3.703 0.224 1.944
C 2.547 -0.066 1.722
O 1.469 0.638 1.949
C 2.287 -1.396 1.070
C 3.381 -2.227 0.687
C 3.117 -3.493 0.190
C 1.787 -3.983 0.197
C 1.453 -5.328 -0.110
C 0.129 -5.751 -0.068
C -0.870 -4.836 0.311
C -0.575 -3.545 0.661
C 0.739 -3.042 0.542
N 1.002 -1.705 0.810
H 4.372 -1.799 0.785
H 3.929 -4.140 -0.165
H 2.249 -6.047 -0.360
H -0.157 -6.751 -0.389
H -1.913 -5.144 0.271
H -1.328 -2.849 1.030
C 2.056 5.801 0.824
C 2.263 4.367 1.301
C 3.119 3.482 0.414
C 4.505 3.715 0.435
C 5.386 2.962 -0.314
C 4.868 1.961 -1.129
C 3.513 1.673 -1.157
C 3.021 0.573 -2.064
C 2.544 1.024 -3.440
C 2.610 2.466 -0.429
N 1.191 2.193 -0.525
C 0.355 3.189 -0.881
C -0.931 3.274 -0.391
C -2.005 4.198 -0.709
C -3.115 3.799 0.044
C -2.697 2.718 0.819
N -1.407 2.350 0.565
H 1.301 6.325 1.424
H 1.694 5.848 -0.232
H 2.994 6.412 0.898
H 1.295 3.873 1.481
H 2.744 4.428 2.296
H 4.892 4.551 1.040
H 6.439 3.191 -0.314
H 5.527 1.390 -1.795
H 2.230 -0.013 -1.590
H 3.862 -0.142 -2.208
H 1.768 1.819 -3.362
H 2.141 0.135 -4.010
H 3.400 1.425 -4.034
H 0.660 3.942 -1.645
H -1.911 5.015 -1.408
H -4.089 4.253 0.024
H -3.257 2.199 1.600
C -5.300 -3.364 1.599
C -5.416 -2.896 0.137
C -4.745 -3.826 -0.882
C -5.097 -1.419 -0.075
N -3.709 -1.106 0.262
C -3.067 -0.773 1.426
N -1.822 -0.354 1.183
N -1.677 -0.487 -0.221
N -2.815 -0.955 -0.742
H -5.738 -4.386 1.655
H -5.881 -2.702 2.299
H -4.239 -3.443 1.954
H -6.494 -2.965 -0.106
H -3.631 -3.748 -0.880
H -5.082 -3.645 -1.926
H -5.058 -4.870 -0.644
H -5.739 -0.731 0.523
H -5.232 -1.150 -1.145
H -3.511 -0.835 2.403
```

Atomic partial charges in e from the Löwdin method, atoms 1 to 5: 1.147 0.123 -0.573 -0.116 -0.165

***

no.,DFT total energy (eV)
1,-7690.0098
2,-117245.2774
3,-77697.7509
4,-66868.3554